(1)
19
Properties=species:S:1:pos:R:3:lowdin_charge:R:1 method="wB97M-V/def2-TZVPD" e_lumo_ev=0.54 smiles="C/C=C(/C)O.O.O" homo_energy_ev=-8.8 relative_energy_kcal_mol=32.0 max_force_ha_per_bohr=0.0489 total_energy_ev=-10483.753
C -1.1797 -2.7910 2.2419 -0.104
C -0.9905 -2.0129 0.9851 -0.119
C -0.5767 -0.7384 1.0209 -0.425
O -0.4891 0.0717 2.1306 0.018
C -0.2506 -0.0929 -0.2920 -0.060
H -0.9562 -2.0912 3.0663 0.071
H -0.3493 -3.5069 2.2605 0.073
H -2.0698 -3.3663 2.4989 0.069
H -0.7569 -2.6080 0.1045 0.106
H 0.4562 0.0817 2.3273 0.114
H -0.8635 0.8179 -0.4374 0.083
H -0.4356 -0.7275 -1.1945 0.089
H 0.8167 0.2486 -0.3105 0.086
H -1.0864 2.8309 -5.6448 0.031
H -2.2514 2.5704 -4.7122 0.033
O -1.4324 2.1730 -5.0324 -0.064
H 3.7760 3.3945 -0.3317 0.035
H 4.2266 2.8447 1.1250 0.021
O 4.4126 2.9016 0.1946 -0.057

(2)
11
Properties=species:S:1:pos:R:3:lowdin_charge:R:1 method="wB97M-V/def2-TZVPD" e_lumo_ev=3.91 smiles="C=C[SiH2]C(=O)[O-]" homo_energy_ev=-3.1 charge=-1 relative_energy_kcal_mol=0.0 max_force_ha_per_bohr=0.0575 total_energy_ev=-15164.652
C 2.1643 0.4070 0.3621 -0.131
C 1.0747 0.4699 -0.3594 -0.343
C -2.3752 0.0881 -0.1559 -0.951
O -2.5169 0.8998 -1.0778 -0.124
O -3.1000 -0.5649 0.5478 -0.093
Si -0.4817 -0.4771 0.0797 0.672
H 2.9625 1.0338 0.0849 0.020
H 2.2943 -0.2447 1.1634 0.009
H 1.0094 1.1246 -1.2050 0.038
H -0.2088 -1.2313 1.4751 -0.037
H -0.8226 -1.5051 -0.9148 -0.061